The following is a DFT calculation (the ωB97M-V functional and the def2-TZVPD basis) of an isolated molecule of C20H35N3O5S.

Output
E = -46852.526 eV
Spin multiplicity = 1
SMILES = CC1(C)CCC[C@@H](C(=O)NC[C@@H]2CC[C@]3(CO2)C[C@H](NC(=O)CS(N)(=O)=O)C3)C1
Largest force on an atom = 0.18 eV/Å
M = 429.58 g mol⁻¹

Positions of all 64 atoms, in Å:
1 C 1.432 -1.677 5.778
2 C 0.452 -2.527 4.973
3 C 0.420 -3.931 5.579
4 C -0.938 -1.877 5.017
5 C -1.950 -2.539 4.086
6 C -1.433 -2.594 2.650
7 C -0.064 -3.277 2.582
8 C 0.434 -3.375 1.150
9 O 0.514 -4.441 0.561
10 N 0.788 -2.205 0.556
11 C 1.155 -2.159 -0.840
12 C -0.052 -2.131 -1.757
13 C 0.329 -2.220 -3.225
14 C -0.903 -2.038 -4.107
15 C -1.669 -0.784 -3.721
16 C -1.940 -0.811 -2.226
17 O -0.740 -0.913 -1.483
18 C -1.067 0.576 -4.167
19 C -2.487 1.034 -4.536
20 N -2.610 1.780 -5.769
21 C -3.824 2.056 -6.289
22 O -4.864 1.638 -5.822
23 C -3.844 2.941 -7.535
24 S -2.662 2.522 -8.789
25 N -2.939 0.917 -9.029
26 O -3.038 3.225 -9.976
27 O -1.347 2.668 -8.229
28 C -2.936 -0.439 -4.534
29 C 0.926 -2.570 3.511
30 H 1.496 -0.664 5.373
31 H 1.117 -1.603 6.822
32 H 2.434 -2.112 5.761
33 H -0.302 -4.587 5.093
34 H 1.401 -4.405 5.503
35 H 0.156 -3.878 6.638
36 H -1.311 -1.880 6.046
37 H -0.832 -0.824 4.729
38 H -2.178 -3.551 4.432
39 H -2.892 -1.986 4.114
40 H -2.145 -3.123 2.012
41 H -1.349 -1.572 2.262
42 H -0.172 -4.319 2.888
43 H 0.629 -1.339 1.039
44 H 1.756 -1.264 -1.016
45 H 1.762 -3.035 -1.070
46 H -0.706 -2.977 -1.496
47 H 1.070 -1.443 -3.446
48 H 0.801 -3.185 -3.420
49 H -0.619 -1.987 -5.161
50 H -1.564 -2.906 -3.997
51 H -2.435 0.102 -1.889
52 H -2.601 -1.660 -1.992
53 H -0.510 1.155 -3.433
54 H -0.460 0.450 -5.067
55 H -2.962 1.582 -3.721
56 H -1.791 2.213 -6.170
57 H -4.830 2.860 -7.985
58 H -3.635 3.985 -7.294
59 H -3.250 0.748 -9.977
60 H -2.127 0.368 -8.779
61 H -2.873 -0.853 -5.543
62 H -3.913 -0.673 -4.114
63 H 1.057 -1.534 3.177
64 H 1.906 -3.052 3.455

Forces on the atoms, in the same order (eV/Å):
0.0143 0.0398 0.0108
0.0054 0.0066 -0.0447
0.0012 -0.0449 0.0320
-0.0164 0.0337 0.0256
-0.0156 -0.0001 -0.0289
-0.0368 -0.0125 0.0493
0.0200 -0.0373 -0.0154
0.0598 0.0041 0.0100
-0.0491 0.0032 -0.0047
0.0849 -0.0212 0.0382
0.0324 0.0080 -0.0479
0.0026 -0.0041 0.0440
0.0228 0.0106 -0.0334
0.0158 -0.0197 -0.0534
-0.0004 0.0518 -0.0140
-0.0464 -0.0192 0.0760
-0.0091 -0.0218 -0.0161
0.0063 -0.0430 -0.0560
-0.0395 -0.0169 0.0474
-0.0321 0.1366 0.1016
0.0963 -0.0424 -0.0702
-0.0308 0.0505 0.0461
-0.0103 -0.0676 0.0349
-0.1756 -0.0259 0.0072
0.1280 0.0785 -0.0914
-0.0089 0.0312 -0.1080
0.1510 -0.0027 0.0839
0.0753 -0.0234 -0.0830
-0.0347 -0.0056 0.0332
0.0013 -0.0040 0.0041
-0.0066 -0.0016 -0.0044
-0.0050 -0.0049 -0.0070
0.0034 0.0035 -0.0100
-0.0016 0.0090 -0.0007
-0.0075 0.0000 -0.0057
0.0139 -0.0121 -0.0027
0.0021 -0.0073 -0.0010
0.0198 -0.0066 -0.0083
-0.0017 -0.0077 0.0159
0.0093 0.0242 -0.0353
-0.0128 0.0012 -0.0188
-0.0179 0.0072 0.0289
-0.0684 0.0027 -0.0164
-0.0099 0.0000 -0.0004
-0.0194 -0.0083 0.0219
-0.0141 0.0181 -0.0071
-0.0268 0.0152 0.0084
0.0112 0.0031 0.0112
-0.0085 -0.0180 -0.0016
-0.0009 0.0123 0.0195
0.0052 0.0046 -0.0202
0.0128 0.0077 0.0017
-0.0250 -0.0045 0.0213
0.0255 0.0074 0.0077
-0.0230 0.0151 -0.0222
0.0037 -0.0437 -0.0523
-0.0044 0.0301 0.0063
-0.0281 -0.0053 0.0482
-0.0356 -0.0506 0.0128
-0.0351 -0.0495 0.0126
-0.0328 -0.0169 -0.0004
0.0103 0.0228 0.0392
0.0506 -0.0056 -0.0058
0.0054 0.0161 -0.0124